An isolated ion of composition C5H11BrN3O and charge +1 at a distorted geometry. Source: the OMol25 dataset; level of theory: ωB97M-V/def2-TZVPD.

Each line ends with the Mulliken charge.
CARTESIAN COORDINATES (ANGSTROEM)
C -2.8181 -0.9144 0.9757  0.0976
C -1.1557 -0.4582 -0.7314  0.4334
C -3.1969 -1.4648 -1.4755  -1.1037
C 1.3538 1.7874 0.5851  -0.8934
C 2.3390 -0.3466 0.6005  -0.8024
N -0.0162 -0.0856 0.6107  -0.7174
N -2.3559 -0.9003 -0.4093  0.0612
N 1.2085 0.3759 0.0889  0.3715
O -3.9405 -1.0828 1.1753  -0.3460
Br -0.5922 -0.0577 -2.4350  -0.0401
H -2.0829 -0.5133 1.7376  0.4064
H -2.5365 -2.2007 -1.9586  0.4351
H -4.1124 -1.7321 -0.8812  0.3690
H -3.6157 -0.6365 -2.1061  0.3710
H 2.2441 2.2050 0.2663  0.4139
H 0.6199 2.3103 -0.0242  0.3093
H 1.1332 1.6854 1.6363  0.3864
H 2.6242 -0.2335 1.6020  0.3250
H 2.2396 -1.5220 0.2897  0.2721
H 3.2014 0.0228 -0.0100  0.3977
H 1.1604 0.3624 -1.0156  0.2537

Values from the calculation:
* ΔE to the lowest compared entry with this formula, charge and spin: 440.7 kJ/mol
* total charge: +1
* DFT total energy: -3010.2046 Eh
* LUMO energy: -0.1637 Ha
* E_HOMO: -12.82 eV
* frontier orbital gap: 8.4 eV

C5H11CaClNO4P as an isolated structure at a distorted geometry. Source: the OMol25 dataset; level of theory: ωB97M-V/def2-TZVPD.

Each line ends with the Mulliken charge.
CARTESIAN COORDINATES (ANGSTROEM)
C 3.1848 -0.7067 0.0015  -0.8135
N 2.7475 0.4454 0.7432  -0.2996
C 1.8146 1.2932 0.0182  -0.7749
P 0.2111 0.4658 -0.4965  0.0247
O -0.7668 1.3420 0.7479  -0.5521
C -1.9485 0.7504 1.0673  0.0293
Cl -2.1351 0.4886 2.8403  -0.2403
C -2.0123 -0.5796 0.3462  0.7683
C -3.2891 -1.0849 -0.1784  -0.2953
O -4.0265 -0.3881 -0.9513  -0.7384
O -3.5428 -2.2955 -0.0135  -0.6729
O -1.3631 -0.3827 -0.9126  -0.0999
H 3.6886 -0.4681 -0.9465  0.2997
H 3.8766 -1.3149 0.5750  0.3249
H 2.3534 -1.3506 -0.2494  0.2427
H 3.5391 0.9850 1.0507  0.2474
H 1.5300 2.0947 0.6896  0.4077
H 2.2432 1.7561 -0.8830  0.3253
H -0.0778 1.5852 -1.3514  -0.1519
H 0.7952 -0.2396 -1.6238  -0.0297
H 0.4078 -0.6012 0.4414  -0.0931
H -2.7599 1.3776 0.7072  0.3854
H -1.5828 -1.4060 0.8986  0.1907
Ca -2.8872 -1.7660 -2.5208  1.5154

Values from the calculation:
* DFT total energy: -2031.9167 Eh
* LUMO energy: -0.1092 Ha
* E_HOMO: -7.65 eV
* frontier orbital gap: 4.7 eV

A 5-piece molecular cluster, C5H11Cl8NO2 overall at a distorted geometry. Source: the OMol25 dataset; level of theory: ωB97M-V/def2-TZVPD.

Each line ends with the Mulliken charge.
CARTESIAN COORDINATES (ANGSTROEM)
C -22.1910 13.8477 0.4845  -0.7397
N -21.1215 14.8466 0.1796  0.7845
O -21.4162 16.0287 0.2002  -0.5065
O -20.0287 14.4141 -0.0219  -0.3544
H -22.0719 13.0255 -0.2104  0.2233
H -23.1498 14.3350 0.3585  0.3253
H -22.0322 13.5255 1.5076  0.3022
C -21.7759 12.8936 -3.5068  -0.4129
Cl -22.2814 14.5790 -3.5265  -0.1356
Cl -20.3017 12.6556 -2.5721  -0.0693
H -22.5673 12.2837 -3.0849  0.2942
H -21.6167 12.5629 -4.5268  0.3250
C -20.8349 19.7706 0.0130  -0.0391
Cl -21.6468 19.9599 1.5785  -0.1624
Cl -21.2470 21.0743 -1.1066  -0.1738
H -19.7705 19.7835 0.2051  0.2282
H -21.1300 18.8335 -0.4262  0.1428
C -19.2590 16.8935 3.2562  -0.0354
Cl -18.2127 15.4648 3.0282  -0.1547
Cl -18.4233 18.3855 2.8833  -0.1515
H -20.1242 16.7743 2.6148  0.0231
H -19.5767 16.8886 4.2907  0.3121
C -17.1941 13.0017 -0.3106  0.2283
Cl -17.6800 11.5114 0.4974  -0.1605
Cl -15.4480 13.0559 -0.6161  -0.1810
H -17.7097 13.0629 -1.2595  0.0301
H -17.4589 13.8523 0.3032  0.0576

Values from the calculation:
* ΔE to the lowest compared entry with this formula, charge and spin: 0.1 kJ/mol
* DFT total energy: -4083.7747 Eh
* LUMO energy: 0.0013 Ha
* E_HOMO: -10.78 eV
* frontier orbital gap: 10.8 eV

C5H11ClCoF3Sc as an isolated structure at a distorted geometry. Source: the OMol25 dataset; level of theory: ωB97M-V/def2-TZVPD.

Each line ends with the Mulliken charge.
CARTESIAN COORDINATES (ANGSTROEM)
Co -0.6504 0.0042 -1.2690  0.2708
Cl -2.7664 -0.2469 -0.6802  -0.4901
C 0.0200 -1.7210 -1.9536  -0.8082
C -0.6848 1.3784 -2.7328  -0.9105
H 0.4833 -1.5618 -2.9494  0.2416
H 0.7747 -2.1492 -1.2702  0.2073
H -0.8356 -2.4167 -2.0574  0.2027
H -0.0333 1.0826 -3.5687  0.2361
H -0.3332 2.3413 -2.3070  0.2470
H -1.7312 1.4948 -3.0892  0.2126
Sc -0.0921 0.0617 1.2044  0.6366
C -0.4888 1.7803 2.4498  -1.0818
C 1.4150 0.4810 -0.1149  -0.8667
H 0.2362 2.5787 2.2022  0.2445
H -1.5022 2.1472 2.2243  0.3073
H -0.4184 1.5611 3.5326  0.2871
H 1.6293 1.5216 -0.4186  0.2631
H 2.1221 -0.2519 -0.5271  0.2607
F 1.9666 -1.9240 2.6112  -0.3054
C 0.5965 -1.6952 2.5817  0.3965
F 0.0513 -2.9172 2.2122  -0.2747
F 0.2410 -1.5492 3.9197  -0.2767

Values from the calculation:
* ΔE to the lowest compared entry with this formula, charge and spin: 113.0 kJ/mol
* total charge: -1
* DFT total energy: -3100.2901 Eh
* LUMO energy (spin up / spin down): 0.1166 / 0.0900 Ha
* E_HOMO (spin up / spin down): -4.29 / -4.93 eV
* 2S+1: 5
* frontier orbital gap (spin up / spin down): 7.5 / 7.4 eV
* <S²>: 6.0220

C5H11ClN2 as an isolated structure at a distorted geometry. Source: the OMol25 dataset; level of theory: ωB97M-V/def2-TZVPD.

Each line ends with the Mulliken charge.
CARTESIAN COORDINATES (ANGSTROEM)
C 1.7840 -1.1506 -0.1945  -1.3469
C 0.8664 0.0450 -0.4500  -0.1647
C -0.3078 1.5898 0.1896  -0.6999
C -0.5455 0.0143 0.1477  0.9408
C -1.7029 -0.5046 -0.7120  -0.7485
H 2.7450 -0.9954 -0.7226  0.3633
H 2.0354 -1.2164 0.8640  0.3048
H 1.2993 -2.0647 -0.5757  0.3016
H 0.8165 0.0933 -1.5837  0.2982
H 1.6774 2.0153 -0.3652  0.2430
H -0.6560 2.0042 -0.7538  0.3581
H -0.6209 2.1349 1.0934  0.2956
H 0.1209 -0.2754 2.0342  0.3262
H -1.4606 -0.5466 1.9242  0.2932
H -1.7060 -0.2322 -1.7833  0.3607
H -1.6996 -1.6015 -0.6961  0.3849
N 1.1673 1.3411 0.1743  -0.5748
N -0.5866 -0.7242 1.4284  -0.7323
Cl -3.2264 0.0737 -0.0188  -0.2034

Values from the calculation:
* ΔE to the lowest compared entry with this formula, charge and spin: 58.6 kJ/mol
* DFT total energy: -766.7851 Eh
* LUMO energy: 0.0326 Ha
* E_HOMO: -9.38 eV
* frontier orbital gap: 10.3 eV

A 2-piece molecular cluster, C5H11ClOS overall at a distorted geometry. Source: the OMol25 dataset; level of theory: ωB97M-V/def2-TZVPD.

Each line ends with the Mulliken charge.
CARTESIAN COORDINATES (ANGSTROEM)
C 1.0508 1.7731 -0.3390  -1.3521
C -0.9746 1.0170 -1.3663  -1.8683
C -1.3751 -0.5165 1.1009  -1.1567
C 0.1908 0.4726 -0.5632  1.5481
C -0.1267 -0.1465 0.6648  -0.5185
O 0.2305 -3.3875 0.9161  -0.4584
S 1.4685 -2.5805 0.1716  0.2366
Cl 2.9120 -2.5186 1.6056  -0.1489
H 0.6894 2.6099 -1.0390  0.2974
H 0.7261 2.0951 0.7156  0.3185
H 2.1017 1.8730 -0.4454  0.3492
H -1.8537 1.7029 -0.9073  0.3129
H -1.5583 0.3315 -1.9169  0.4871
H -0.4848 1.6456 -2.2916  0.3604
H -0.5095 -2.7797 1.0127  0.3758
H -2.2202 -0.1674 0.5690  0.2533
H -1.7241 -0.9495 2.1487  0.3075
H 0.6953 -0.1366 -1.3583  0.1222
H 0.7619 -0.3379 1.3220  0.5340

Values from the calculation:
* ΔE to the lowest compared entry with this formula, charge and spin: 286.0 kJ/mol
* DFT total energy: -1130.6112 Eh
* LUMO energy: 0.0102 Ha
* E_HOMO: -8.87 eV
* frontier orbital gap: 9.2 eV

C5H11CoO4 as an isolated structure at a distorted geometry. Source: the OMol25 dataset; level of theory: ωB97M-V/def2-TZVPD.

Each line ends with the Mulliken charge.
CARTESIAN COORDINATES (ANGSTROEM)
O 0.5679 -2.0250 -1.0257  -0.6905
Co -0.3176 -1.2687 -2.3764  0.9891
O -0.3636 0.1618 -3.6450  -0.3965
C 0.1022 1.3196 -3.0402  -0.2578
C -0.4597 1.4798 -1.6342  -0.4242
O -0.2710 0.2258 -0.9246  -0.1316
C -0.6484 0.2921 0.4337  -0.6050
H -0.1928 2.2304 -3.5950  0.3910
H 1.2087 1.3357 -2.9731  0.3492
H -1.5404 1.6859 -1.6474  0.4015
H 0.0461 2.2809 -1.0770  0.4160
H -1.6968 -0.0236 0.5836  0.3904
H -0.6652 1.3272 0.8109  0.4218
C 0.2194 -0.5697 1.2801  -0.1322
O 0.1303 -0.2270 2.5114  -0.1428
C 0.5452 -1.0958 3.5805  -0.6898
H 0.2842 -1.9942 0.0332  0.4089
H 1.0796 -1.2761 1.1616  0.6551
H 1.6272 -0.9612 3.6654  0.3767
H 0.0261 -0.7455 4.4791  0.2950
H 0.3186 -2.1525 3.3993  0.3758

Values from the calculation:
* ΔE to the lowest compared entry with this formula, charge and spin: 326.6 kJ/mol
* total charge: +2
* DFT total energy: -1879.9644 Eh
* LUMO energy (spin up / spin down): -0.3733 / -0.4103 Ha
* E_HOMO (spin up / spin down): -18.99 / -18.82 eV
* 2S+1: 5
* frontier orbital gap (spin up / spin down): 8.8 / 7.7 eV
* <S²>: 6.0170

C5H11CuO4 as an isolated structure at a distorted geometry. Source: the OMol25 dataset; level of theory: ωB97M-V/def2-TZVPD.

Each line ends with the Mulliken charge.
CARTESIAN COORDINATES (ANGSTROEM)
C 1.1438 1.5836 1.5304  -0.8934
C 1.4845 0.1254 1.2509  -0.2847
O 0.3802 -0.7187 1.2396  -0.4491
H 1.9925 2.2352 1.2733  0.3651
H 0.2619 1.8997 0.9556  0.1305
H 0.9314 1.7439 2.5979  0.2446
H 2.2327 -0.2195 1.9901  0.3182
H 1.9864 0.0495 0.2660  0.1299
O -0.1310 -1.7734 -1.4998  -0.3173
C -0.8124 -1.1119 -0.5307  1.1345
O -1.4974 -1.8934 0.1840  -0.8077
O -1.4777 -0.0769 -1.0872  -0.3168
C -2.2524 0.8273 -0.3287  -0.6651
H -3.3104 0.5359 -0.3328  0.2320
H -1.9234 0.9160 0.7117  0.2502
H -2.1035 1.8244 -0.7598  0.2686
C 0.8754 -1.1678 -2.2875  -0.6323
H 0.4512 -0.9523 -3.2748  0.2701
H 1.2341 -0.2182 -1.8658  0.2757
H 1.7118 -1.8729 -2.3664  0.2485
Cu -1.1778 -1.7356 2.3341  0.4984

Values from the calculation:
* ΔE to the lowest compared entry with this formula, charge and spin: 153.7 kJ/mol
* DFT total energy: -2138.4292 Eh
* LUMO energy: -0.0345 Ha
* E_HOMO: -8.64 eV
* frontier orbital gap: 7.7 eV

One molecule with the formula C5H11F2NO at a distorted geometry. Source: the OMol25 dataset; level of theory: ωB97M-V/def2-TZVPD.

Each line ends with the Mulliken charge.
CARTESIAN COORDINATES (ANGSTROEM)
C 0.6497 1.6052 0.7653  -1.6299
C -1.7221 0.4030 -0.2233  -1.0893
C -0.4122 -0.9614 -1.7268  -0.9444
C 0.6230 -0.9727 1.3500  0.2113
C 0.5892 0.2085 0.1198  0.8529
N -0.4667 0.1677 -0.8179  -0.0182
O 1.7439 0.1387 -0.6931  -0.5901
F 1.6799 -1.7745 1.2529  -0.3124
F -0.4373 -1.7412 1.1928  -0.2758
H 0.5225 2.3156 -0.0034  0.4347
H -0.2727 1.7552 1.3555  0.3730
H 1.6665 1.6548 1.2869  0.3762
H -2.4455 -0.4020 -0.4646  0.3483
H -1.6291 0.3578 0.8480  0.3831
H -2.0834 1.3995 -0.5662  0.2804
H 0.6156 -1.2838 -1.7188  0.3720
H -1.1947 -1.7278 -1.4242  0.2434
H -0.7890 -0.7065 -2.7325  0.3043
H 0.7493 -0.4872 2.3269  0.3187
H 2.6132 0.0511 -0.1273  0.3619

Values from the calculation:
* ΔE to the lowest compared entry with this formula, charge and spin: 208.1 kJ/mol
* DFT total energy: -526.7764 Eh
* LUMO energy: 0.0310 Ha
* E_HOMO: -8.44 eV
* frontier orbital gap: 9.3 eV

C5H11FN as an isolated structure at a distorted geometry. Source: the OMol25 dataset; level of theory: ωB97M-V/def2-TZVPD.

Each line ends with the Mulliken charge.
CARTESIAN COORDINATES (ANGSTROEM)
C 1.7772 -0.1825 -0.6519  -0.0393
C 0.7928 0.3629 -0.0428  0.2203
C 3.2311 0.2020 -0.3870  -1.1901
C -1.8435 -0.4729 0.7947  -1.2428
C -1.1394 -0.0326 -0.4908  -0.2165
N -1.4420 1.4118 -0.6948  -0.3889
F 0.6692 1.3606 0.8300  -0.2875
H 1.7429 -0.8564 -1.5191  0.3125
H 3.7754 -0.4094 0.2851  0.3565
H 3.9534 -0.0683 -1.1206  0.3711
H 3.3092 1.2482 -0.0391  0.2788
H -1.8259 0.2864 1.5653  0.4037
H -2.7545 -0.8879 0.5113  0.4193
H -1.1975 -1.2596 1.1629  0.3423
H -1.2606 -0.6619 -1.2577  0.5760
H -0.7545 1.9264 -0.1357  0.3556
H -2.3515 1.8209 -0.4890  0.3513
H -1.2446 1.8472 -1.6529  0.3778

Values from the calculation:
* ΔE to the lowest compared entry with this formula, charge and spin: 367.9 kJ/mol
* total charge: +1
* DFT total energy: -351.3556 Eh
* LUMO energy: -0.1287 Ha
* E_HOMO: -13.98 eV
* frontier orbital gap: 10.5 eV

One molecule with the formula C5H11FN2 at a distorted geometry. Source: the OMol25 dataset; level of theory: ωB97M-V/def2-TZVPD.

Each line ends with the Mulliken charge.
CARTESIAN COORDINATES (ANGSTROEM)
C 2.4675 -0.3682 -0.1321  -1.3709
C 1.2018 0.1673 0.4986  0.1761
C -0.6850 1.3042 -0.4751  -0.6406
C -1.1780 0.2390 0.5003  -0.0450
C -0.0176 -0.7725 0.5747  -0.0756
H 3.2489 0.4597 -0.0145  0.3279
H 2.3473 -0.4560 -1.2462  0.2917
H 2.7836 -1.3282 0.2758  0.3524
H 1.4325 0.4541 1.5556  0.2814
H 1.0380 2.2365 0.1259  0.2764
H -1.2260 2.2948 -0.3616  0.3404
H -0.8061 1.0113 -1.5268  0.2255
H -1.3589 0.6538 1.5291  0.3519
H -2.2750 -0.7483 -0.9120  0.2736
H -3.1781 0.1720 0.0565  0.2539
H 0.0125 -1.5347 1.3780  0.4376
N 0.6833 1.3400 -0.1843  -0.3603
N -2.4023 -0.4434 0.0741  -0.7236
F -0.0798 -1.4345 -0.6541  -0.3726

Values from the calculation:
* ΔE to the lowest compared entry with this formula, charge and spin: 38.4 kJ/mol
* DFT total energy: -406.4687 Eh
* LUMO energy: 0.0339 Ha
* E_HOMO: -8.38 eV
* frontier orbital gap: 9.3 eV

One molecule with the formula C5H11FN2 at a distorted geometry. Source: the OMol25 dataset; level of theory: ωB97M-V/def2-TZVPD.

Each line ends with the Mulliken charge.
CARTESIAN COORDINATES (ANGSTROEM)
C 0.1564 1.4481 0.6665  -0.9438
C -0.0207 -0.0304 1.0015  -0.0124
C -1.1624 -0.7594 0.2836  -0.1666
C -0.1251 -1.3901 -0.6895  -0.6572
C 0.9933 -0.9818 0.2757  -0.0734
H 1.0715 1.3696 -1.1468  0.1891
H 0.2504 2.7420 -0.9430  0.2497
H -0.7123 1.9856 1.1301  0.4177
H 1.0509 1.8066 1.1603  0.4370
H -0.0311 -0.1072 2.0716  0.4035
H -1.6056 -1.5601 0.9463  0.3971
H -1.8497 0.6877 -0.8925  0.2871
H -2.9800 -0.5039 -0.6777  0.2642
H -0.0918 -0.7905 -1.6498  0.2419
H -0.2060 -2.4751 -0.9532  0.3001
H 1.3145 -1.7728 0.9929  0.3422
N 0.2199 1.6937 -0.7919  -0.6040
N -2.2513 0.0609 -0.1864  -0.7025
F 2.1067 -0.3759 -0.2686  -0.3696

Values from the calculation:
* ΔE to the lowest compared entry with this formula, charge and spin: 62.6 kJ/mol
* DFT total energy: -406.4595 Eh
* LUMO energy: 0.0387 Ha
* E_HOMO: -9.11 eV
* frontier orbital gap: 10.2 eV